{"formula": "C44H115N9O13", "method": "wB97M-V/def2-TZVPD", "symbols": ["C", "O", "C", "C", "N", "C", "C", "O", "C", "H", "H", "H", "H", "H", "H", "H", "H", "H", "H", "H", "H", "H", "H", "H", "C", "O", "C", "C", "N", "C", "C", "O", "C", "H", "H", "H", "H", "H", "H", "H", "H", "H", "H", "H", "H", "H", "H", "H", "C", "O", "C", "C", "N", "C", "C", "O", "C", "H", "H", "H", "H", "H", "H", "H", "H", "H", "H", "H", "H", "H", "H", "H", "C", "O", "C", "C", "N", "C", "C", "O", "C", "H", "H", "H", "H", "H", "H", "H", "H", "H", "H", "H", "H", "H", "H", "H", "C", "C", "C", "O", "C", "N", "H", "H", "H", "H", "H", "H", "H", "H", "H", "H", "H", "C", "C", "C", "O", "C", "N", "H", "H", "H", "H", "H", "H", "H", "H", "H", "H", "H", "C", "C", "C", "O", "C", "N", "H", "H", "H", "H", "H", "H", "H", "H", "H", "H", "H", "C", "C", "C", "O", "C", "N", "H", "H", "H", "H", "H", "H", "H", "H", "H", "H", "H", "C", "C", "C", "O", "C", "N", "H", "H", "H", "H", "H", "H", "H", "H", "H", "H", "H"], "coordinates": [[7.514451, -3.896398, -1.208567], [6.351321, -4.707158, -0.986637], [5.039591, -4.083368, -1.288527], [4.954611, -2.556928, -1.418227], [5.199851, -1.940098, -0.094267], [5.328311, -0.531958, -0.124467], [6.120031, -0.022358, 1.088023], [5.604011, 0.072692, 2.356983], [6.293461, 0.715672, 3.397453], [8.342511, -4.596598, -1.098417], [7.533501, -2.945008, -0.676967], [7.615941, -3.562198, -2.241087], [4.394321, -4.473988, -0.501667], [4.711491, -4.591458, -2.195317], [3.974191, -2.255648, -1.787157], [5.720471, -2.174028, -2.092737], [4.704711, -2.375308, 0.670923], [4.461401, 0.123192, -0.210187], [5.984401, -0.242208, -0.945257], [6.316051, 0.980132, 0.707643], [7.107241, -0.484068, 1.106333], [6.205641, 1.760642, 3.100103], [7.350461, 0.479712, 3.274283], [6.213821, 0.396942, 4.436763], [0.102841, 6.009472, 5.538243], [-1.054449, 5.447492, 5.028373], [-1.221909, 4.060452, 5.101353], [-2.464079, 3.788952, 4.266123], [-2.281509, 4.515022, 2.967243], [-3.625439, 4.995522, 2.575493], [-3.813539, 6.533642, 3.063733], [-3.133419, 7.501422, 2.223893], [-2.836029, 8.739322, 2.732043], [0.922511, 5.447912, 5.090033], [0.200591, 5.794592, 6.602373], [0.199401, 7.095082, 5.523013], [-1.387309, 3.627962, 6.088113], [-0.291999, 3.652532, 4.705133], [-3.332989, 4.102532, 4.844713], [-2.450229, 2.719052, 4.058213], [-1.840589, 5.334762, 3.359293], [-4.420239, 4.314342, 2.879413], [-3.853949, 4.987312, 1.509743], [-3.365799, 6.548932, 4.057403], [-4.848759, 6.847132, 3.198473], [-2.052439, 9.272652, 2.193853], [-2.699459, 8.691772, 3.812403], [-3.781989, 9.279932, 2.700663], [-4.109139, -10.114828, -2.083997], [-3.165169, -9.113568, -2.387657], [-1.813559, -9.395608, -2.119297], [-1.114749, -8.086708, -1.840527], [-1.221539, -7.652428, -0.456007], [-2.592359, -7.319188, -0.020607], [-2.728889, -6.791118, 1.434373], [-2.511709, -5.348128, 1.440563], [-1.151069, -4.949138, 1.513303], [-5.075029, -9.687368, -1.814867], [-3.909449, -10.427178, -1.058977], [-4.170049, -10.904188, -2.833207], [-1.420839, -9.542058, -3.125497], [-1.634269, -10.254498, -1.472547], [-1.363789, -7.369788, -2.622887], [-0.052859, -8.228218, -2.041667], [-0.765459, -6.752038, -0.418817], [-3.200229, -8.223628, -0.044667], [-3.025099, -6.529518, -0.634807], [-2.212779, -7.411638, 2.166953], [-3.772379, -6.910038, 1.726043], [-0.568039, -5.741938, 1.981943], [-1.120089, -4.081238, 2.172003], [-0.641519, -4.720478, 0.577263], [-1.751899, -5.243208, -6.652407], [-1.145539, -4.461718, -5.602027], [-1.169429, -5.095988, -4.309887], [-0.696939, -4.354548, -3.028927], [0.671111, -3.959708, -2.876877], [1.313421, -3.294838, -3.968357], [0.841341, -1.885238, -4.164047], [1.593081, -1.140268, -3.128947], [1.420621, 0.228642, -3.213907], [-1.151689, -6.047088, -7.078607], [-1.901519, -4.595208, -7.516007], [-2.775089, -5.537478, -6.418787], [-0.488109, -5.943818, -4.381167], [-2.079019, -5.663818, -4.114177], [-0.967749, -4.978178, -2.176967], [-1.218149, -3.405048, -2.906887], [0.697871, -3.253018, -2.155787], [1.064531, -3.767328, -4.918577], [2.402701, -3.310328, -3.931837], [-0.235649, -1.755478, -4.057467], [0.732591, -1.514998, -5.183457], [1.995701, 0.556262, -4.079957], [1.881841, 0.685222, -2.338177], [0.373061, 0.517452, -3.299527], [1.260021, -2.414048, 0.730213], [0.028771, -1.473268, 0.616743], [0.388101, -0.009718, 0.766993], [-0.823219, 0.736752, 0.840103], [-0.794019, 2.134272, 1.164523], [-0.631729, -1.672598, -0.681067], [1.162641, -3.493448, 0.846443], [1.706691, -2.039858, 1.651383], [2.011011, -2.245098, -0.041507], [-0.747469, -1.659738, 1.358883], [0.989241, 0.406452, -0.041417], [0.913241, 0.170542, 1.704983], [-0.472599, 2.746552, 0.321963], [-0.232639, 2.252302, 2.091363], [-1.828159, 2.459662, 1.277543], [-1.506119, -1.169998, -0.735297], [-0.048249, -1.209528, -1.363137], [-4.130139, 0.771552, 0.146783], [-5.107429, 0.663212, -0.957307], [-4.759059, -0.440468, -2.020877], [-3.709209, 0.010842, -2.875797], [-3.035999, -1.173168, -3.466957], [-6.393189, 0.474682, -0.345267], [-4.206169, 0.129822, 1.024563], [-3.980269, 1.770132, 0.557263], [-3.125459, 0.479032, -0.158447], [-5.117559, 1.656142, -1.406847], [-5.608159, -0.753458, -2.628467], [-4.499939, -1.317388, -1.427607], [-2.388329, -1.621678, -2.713647], [-2.586219, -0.916678, -4.426127], [-3.796829, -1.929878, -3.658327], [-7.132539, 0.569412, -1.026797], [-6.312809, -0.490638, -0.059257], [-3.451079, 5.857502, -3.838857], [-2.380249, 5.018232, -4.290907], [-1.358739, 4.898492, -3.094607], [-0.159989, 4.296982, -3.607017], [0.627091, 3.790432, -2.464547], [-2.846809, 3.668452, -4.529527], [-3.824689, 5.733562, -2.822417], [-4.356219, 5.739182, -4.434517], [-3.275049, 6.919932, -4.007247], [-1.895159, 5.441462, -5.170487], [-1.794109, 4.234682, -2.347677], [-1.126329, 5.850542, -2.617437], [1.547891, 3.318292, -2.807067], [0.068951, 3.146592, -1.784807], [0.847371, 4.730092, -1.957967], [-3.324689, 3.530672, -5.408587], [-2.156599, 2.952002, -4.355167], [3.048951, 1.893982, 4.704983], [2.649431, 0.438812, 4.700543], [1.110921, 0.110622, 5.001403], [0.904471, -1.022778, 5.851783], [0.684251, -2.247878, 5.080393], [2.994031, -0.133078, 3.403503], [4.111641, 1.965222, 4.473233], [2.873841, 2.347292, 5.680663], [2.604121, 2.562042, 3.967463], [3.187571, -0.152658, 5.441263], [0.557451, 0.238872, 4.071173], [0.700741, 0.918922, 5.606813], [1.565631, -2.794468, 4.744963], [-0.059579, -2.094848, 4.298473], [0.300091, -3.050638, 5.709773], [3.783231, 0.251422, 2.904083], [3.177971, -1.121678, 3.498013], [1.137801, 7.501062, 0.338553], [0.933441, 6.003432, 0.582593], [2.271841, 5.166072, 0.868823], [3.245551, 5.115092, -0.138167], [4.316641, 4.175372, 0.125393], [0.093641, 5.852132, 1.778593], [0.409751, 7.859082, -0.389367], [2.042431, 7.750632, -0.215927], [1.017781, 8.176002, 1.185993], [0.308401, 5.476802, -0.138577], [2.015421, 4.182012, 1.261213], [2.573171, 5.627672, 1.809153], [4.971781, 4.553032, 0.910433], [4.796421, 4.007772, -0.838867], [4.019961, 3.230352, 0.580383], [-0.851109, 6.186072, 1.651973], [0.096361, 4.876662, 2.040443]], "atomic_forces_ev_per_a": [[-0.54, -0.78, -1.24], [-0.76, 2.03, 0.01], [1.10, -1.41, -0.13], [1.66, -1.63, 1.14], [-2.41, 0.67, -2.66], [1.62, 0.48, 1.93], [2.04, 1.85, -0.02], [-2.76, -2.51, 0.07], [2.70, 0.77, -1.68], [0.13, 0.53, 0.73], [0.26, -0.29, 0.94], [-0.32, -0.18, -0.53], [-0.19, 0.31, 0.12], [-0.20, 0.48, -0.25], [-0.42, 0.19, 0.11], [-0.14, 0.13, -0.09], [0.19, -0.24, 0.75], [-0.97, -0.76, -0.02], [-0.15, -0.29, -0.30], [0.33, 0.60, 0.10], [0.15, -0.45, -0.02], [-0.02, 0.44, 1.29], [0.51, 0.11, -0.30], [-1.61, 0.02, -0.30], [1.10, -1.27, 1.33], [-1.50, 1.51, 0.51], [0.17, 0.20, -0.34], [1.68, -0.48, -0.91], [-1.84, -0.41, 1.14], [-0.33, 2.29, -0.82], [0.35, -0.66, 0.00], [0.48, -3.37, -1.19], [-1.80, 0.78, 1.47], [0.65, 0.62, -0.33], [-0.15, -0.21, 0.44], [-0.43, -0.15, -1.00], [0.17, 0.39, 0.47], [0.04, -0.69, -0.33], [-0.19, -0.05, -0.14], [-0.59, -0.16, 0.16], [0.50, 0.46, -0.69], [-0.01, 0.28, 0.90], [0.85, 0.16, -0.46], [0.16, 0.24, 0.27], [-0.27, -0.20, -0.30], [0.00, -0.39, 0.03], [0.94, -0.03, 0.22], [0.01, 0.94, -0.36], [0.18, 0.52, 1.48], [-1.40, 0.32, 0.21], [0.21, 0.96, -2.21], [0.76, -0.66, 0.99], [-0.55, 1.04, 0.40], [-0.05, -0.43, 1.06], [-0.50, 0.69, -1.53], [0.51, -1.09, 0.33], [-0.18, -0.50, 0.86], [-0.28, 0.50, -1.21], [0.64, -1.20, -0.03], [-0.02, -0.09, 0.20], [0.48, -1.24, -0.13], [0.00, 0.27, 0.27], [-0.83, 0.27, 0.08], [0.24, -0.30, 0.22], [0.64, 0.06, 0.18], [-0.05, 0.04, -0.37], [-0.36, -0.14, -0.31], [0.86, 0.51, 0.08], [-0.15, 0.22, -0.22], [0.18, -0.07, 0.19], [0.14, 0.18, -0.14], [-0.48, 0.14, -0.45], [-0.22, 1.08, -0.22], [-0.55, 0.01, 0.41], [1.51, -1.47, -0.01], [-1.55, 1.33, -1.06], [2.16, -0.69, 0.44], [-0.89, -0.19, -2.37], [-0.18, 0.71, 1.17], [-0.93, -1.39, -1.02], [0.58, 0.75, -0.37], [0.20, -0.38, 0.76], [0.25, 0.49, 0.18], [0.14, -0.47, 0.47], [0.59, -0.29, -0.12], [-0.74, 0.78, 0.02], [-0.12, -0.15, -0.11], [-1.10, -0.22, -0.08], [-0.27, -0.31, 0.73], [0.03, -0.57, 0.08], [0.10, 0.01, 0.39], [-0.42, -0.42, 1.49], [2.10, 0.51, -0.47], [-0.26, 0.59, -0.25], [-0.20, 0.09, 0.16], [-0.11, 0.18, 0.05], [0.10, 1.20, 1.19], [-0.44, -0.46, -1.50], [-0.26, 1.40, 1.29], [-0.68, -0.26, -0.40], [-0.33, -1.08, -0.40], [0.16, -0.41, -0.24], [-0.72, 0.19, -0.21], [0.49, -0.25, 0.29], [-0.18, 0.22, -0.48], [0.33, -0.35, 0.36], [0.37, -0.29, -0.43], [0.48, -0.14, 0.14], [0.80, 0.02, 0.06], [0.12, 0.51, -0.03], [0.06, -0.29, 0.48], [-0.24, 0.12, 0.34], [0.22, -0.03, -0.46], [2.73, -0.33, 1.02], [-0.19, 0.72, -1.19], [0.17, 1.23, 0.71], [0.75, -1.76, -0.31], [-1.58, 0.98, 0.81], [-0.27, -0.47, 0.03], [-0.99, -0.32, -0.03], [-0.46, 0.17, -0.18], [0.25, 0.22, -0.55], [0.04, -0.13, -0.64], [-0.38, 0.31, -0.06], [0.51, -0.37, 0.03], [0.45, 0.20, -0.22], [0.27, 0.20, 0.36], [-0.12, -0.08, -0.25], [-0.22, -0.23, -0.06], [-0.99, -0.33, 0.47], [-3.16, 2.46, -0.01], [2.52, -1.72, 1.20], [0.22, -0.37, -1.81], [0.26, -1.34, 1.35], [-0.58, 1.92, -1.21], [-0.45, -0.49, 0.22], [0.46, -0.29, 0.21], [-0.10, -0.42, -0.27], [0.50, 0.17, 0.35], [0.33, 0.17, 0.03], [-0.31, -0.04, 0.12], [-0.04, 0.30, -0.10], [-0.20, 0.04, -0.20], [-0.25, -0.22, -0.24], [0.61, -0.40, 0.57], [0.17, 0.01, 0.02], [0.07, 0.13, -0.33], [0.22, 0.43, 0.49], [-1.29, -1.15, -0.51], [1.26, 1.78, 1.25], [-0.10, -1.34, -2.30], [-0.24, -0.07, 1.07], [-0.44, -0.56, -0.85], [0.17, -0.05, 0.29], [0.08, 0.00, 0.03], [-0.61, -0.40, -0.20], [0.15, 0.51, 0.60], [-0.21, -1.10, -0.24], [0.23, 0.28, 0.23], [0.64, 0.86, -0.62], [0.25, 0.15, -0.21], [-0.53, 0.56, 0.65], [-0.08, 0.24, 0.54], [-0.05, -0.13, -0.03], [-0.13, 0.18, -1.62], [0.18, -0.81, 0.64], [-1.61, 1.14, 1.17], [0.30, -0.91, 0.12], [-0.79, 1.01, 0.19], [1.34, 0.02, 0.96], [-0.51, -0.12, 0.06], [0.46, -0.26, 0.39], [0.26, -0.57, 0.36], [0.74, 0.47, -1.14], [-0.39, -0.66, -0.64], [0.96, 0.54, 0.06], [0.47, 0.52, -0.33], [0.23, 0.08, 0.29], [-0.85, -0.36, -0.36], [-0.05, -0.10, -0.21], [-0.63, -0.04, 0.08]], "mulliken_spin": [0.001, 0.005, 0.009, 0.000, 0.758, 0.054, 0.054, 0.005, 0.003, 0.000, 0.006, 0.001, -0.003, -0.002, 0.059, 0.027, -0.031, 0.014, 0.022, 0.000, 0.007, -0.001, 0.001, 0.000, 0.000, 0.000, 0.000, 0.000, 0.000, 0.000, 0.000, 0.000, 0.000, 0.000, 0.000, 0.000, 0.000, 0.000, 0.000, 0.000, 0.000, 0.000, 0.000, 0.000, 0.000, 0.000, 0.000, 0.000, 0.000, 0.000, 0.000, 0.000, 0.000, 0.000, 0.000, 0.000, 0.000, 0.000, 0.000, 0.000, 0.000, 0.000, 0.000, 0.000, 0.000, 0.000, 0.000, 0.000, 0.000, 0.000, 0.000, 0.000, 0.000, 0.000, 0.001, -0.001, 0.003, 0.000, 0.001, -0.002, 0.000, 0.000, 0.000, 0.000, 0.000, 0.000, 0.000, 0.001, -0.003, -0.001, 0.003, 0.000, 0.000, 0.000, 0.001, 0.000, 0.005, -0.002, -0.008, 0.002, 0.001, 0.000, -0.001, 0.001, 0.001, 0.000, 0.004, -0.001, 0.000, 0.000, 0.000, 0.000, 0.000, 0.000, 0.000, 0.000, 0.000, 0.000, 0.000, 0.000, 0.000, 0.000, 0.000, 0.000, 0.000, 0.000, 0.000, 0.000, 0.000, 0.000, 0.000, 0.000, 0.000, 0.000, 0.000, 0.000, 0.000, 0.000, 0.000, 0.000, 0.000, 0.000, 0.000, 0.000, 0.000, 0.000, 0.000, 0.000, 0.000, 0.000, 0.000, 0.000, 0.002, 0.000, 0.000, 0.000, 0.000, 0.001, 0.000, 0.000, 0.000, 0.000, 0.001, 0.000, 0.000, 0.000, 0.000, 0.000, -0.001, 0.000, 0.000, 0.000, 0.000, 0.000, 0.000, 0.000, 0.000, 0.000, 0.001, 0.000, 0.000], "e_homo_ev": [-10.08, -10.08], "lumo_energy_ha": [-0.0909, -0.2852], "charge": 1, "e_above_lowest_kcal_mol": 77.49, "homo_lumo_gap_ev": [7.61, 2.33], "energy_ev": -87498.0207, "multiplicity": 2}